Record 1
Entry from the Open Molecules 2025 dataset: C46H58CrIN4O2SSe as an isolated structure in a non-equilibrium geometry (ωB97M-V with the def2-TZVPD basis set).

Geometry as ORCA input:
```
! wB97M-V def2-TZVPD RIJCOSX def2/J DEFGRID3
* xyz -2 4
Cr 0.8254 1.6465 -0.8891
C 0.0796 -4.9509 4.4359
C 1.2711 -3.9806 4.3924
C 1.3288 -3.2400 5.7297
C 2.5721 -4.7852 4.2381
C 1.1153 -3.0190 3.2152
C 1.0037 -1.6450 3.3538
C 0.8827 -0.8316 2.2392
Se 0.7420 1.0625 2.4831
C -1.1572 1.2635 2.1424
C -1.9470 1.1882 3.2805
C -3.3275 1.2724 3.2132
C -3.8715 1.3648 1.9365
C -3.1396 1.4254 0.7615
C -1.7018 1.4633 0.8354
O -0.9716 1.7048 -0.2089
C -3.9828 1.4264 -0.5314
C -3.2150 1.3415 -1.8510
C -4.9062 0.1941 -0.4998
C -4.8368 2.7038 -0.5761
C -4.2356 1.2394 4.4401
C -5.1317 -0.0081 4.3920
C -5.1232 2.4939 4.4624
C -3.4358 1.2035 5.7446
C 0.8865 -1.3006 0.8923
O 0.8877 -0.4850 -0.1096
C 0.9080 -2.7424 0.7733
C 1.0442 -3.5164 1.9120
C 0.7574 -3.4267 -0.5839
C -0.6210 -3.0782 -1.1623
C 0.8437 -4.9542 -0.4989
C 1.8628 -2.9446 -1.5330
H 0.1664 -5.6408 5.2828
H -0.8522 -4.3906 4.5327
H 0.0223 -5.5376 3.5182
H 1.4502 -3.9565 6.5473
H 2.1701 -2.5447 5.7523
H 0.4111 -2.6748 5.9026
H 2.7100 -5.4730 5.0800
H 2.5633 -5.3678 3.3160
H 3.4256 -4.1057 4.1958
H 1.0132 -1.1586 4.3210
H -1.4303 1.0656 4.2225
H -4.9540 1.3778 1.8473
H -2.5683 0.4710 -1.8830
H -3.9362 1.2599 -2.6732
H -2.6071 2.2246 -2.0197
H -4.3043 -0.7146 -0.4390
H -5.5947 0.2077 0.3486
H -5.4985 0.1509 -1.4188
H -4.1861 3.5793 -0.6232
H -5.4723 2.6985 -1.4677
H -5.4797 2.7986 0.3030
H -5.7380 -0.0143 3.4847
H -4.5175 -0.9105 4.3916
H -5.8035 -0.0394 5.2570
H -5.7722 2.5307 3.5862
H -5.7547 2.5064 5.3573
H -4.5019 3.3915 4.4595
H -2.8366 0.2939 5.8123
H -2.7673 2.0637 5.8121
H -4.1178 1.2282 6.5993
H 1.0745 -4.5929 1.7879
H -1.4106 -3.4257 -0.4891
H -0.7155 -2.0066 -1.2870
H -0.7580 -3.5449 -2.1425
H 0.0518 -5.3678 0.1314
H 0.7200 -5.3618 -1.5053
H 1.8134 -5.2862 -0.1167
H 1.7633 -1.8722 -1.6630
H 2.8512 -3.1670 -1.1180
H 1.7716 -3.4259 -2.5122
C 3.4206 0.4194 -2.1250
N 2.7797 1.3961 -1.2497
C 3.5711 2.0283 -0.4363
C 2.9859 2.9607 0.4396
C 3.4573 3.8616 1.4054
C 2.3269 4.5101 1.8973
C 1.2250 3.9744 1.2141
N 1.6224 3.0491 0.3409
C 4.3789 1.0317 -3.1224
C 5.5474 0.3700 -3.4845
C 6.4002 0.9049 -4.4420
C 6.0954 2.1156 -5.0435
C 4.9380 2.7911 -4.6756
C 4.0890 2.2573 -3.7199
H 2.6320 -0.0911 -2.6778
H 3.9516 -0.3309 -1.5300
H 4.6430 1.8356 -0.4375
H 4.4830 4.0049 1.7130
H 2.2971 5.2702 2.6631
H 0.1812 4.2159 1.3413
H 5.7871 -0.5797 -3.0181
H 7.3059 0.3742 -4.7128
H 6.7558 2.5311 -5.7962
H 4.6923 3.7380 -5.1420
H 3.1771 2.7674 -3.4403
I -0.9116 4.7775 -1.5091
C 0.5871 3.3182 -2.1227
H 1.4734 3.9522 -2.1985
H 0.2668 3.0733 -3.1266
C -0.7765 -0.9546 -7.7054
C -0.1057 -0.0270 -6.7273
C 0.6462 1.0615 -7.1639
C 1.2440 1.8100 -6.1618
N 1.1068 1.5480 -4.8770
C 0.3203 0.5009 -4.5233
S 0.0700 0.0976 -2.8822
N -0.2687 -0.3036 -5.4468
H -0.5066 -0.7050 -8.7324
H -1.8599 -0.8901 -7.5945
H -0.4849 -1.9832 -7.4925
H 0.7727 1.3008 -8.2112
H 1.8753 2.6637 -6.4062
*
```

* ⟨S²⟩: 3.803
* calculated total energy: -171407.185 eV
* Kohn-Sham gap (alpha / beta): 6.023 / 6.011 eV
* energy above the lowest of the compared OMol25 structures with the same formula, charge and spin: 1.12 kcal per mole

Results of the Mulliken charge analysis, in e, for atoms 1 through 2: atom 1 (Cr): -0.0682, atom 2 (C): -1.6367

=====

Record 2
Entry from the Open Molecules 2025 dataset: a 2-piece molecular cluster, CH4O2S overall in a non-equilibrium geometry (ωB97M-V with the def2-TZVPD basis set).

Geometry as ORCA input:
```
! wB97M-V def2-TZVPD RIJCOSX def2/J DEFGRID3
* xyz 0 1
C 1.4762 0.0296 -0.0393
O -2.1449 -0.8761 -0.2411
O -1.0598 0.7170 0.7184
S -0.0133 1.2050 -0.1979
H 1.1114 -0.8954 -0.5324
H 1.4694 -0.1395 1.0291
H 2.2554 0.7747 -0.5375
H -3.0943 -0.8153 -0.1993
*
```

* calculated total energy: -16027.660 eV
* Kohn-Sham gap (alpha / beta): 9.119 / 7.867 eV
* energy above the lowest of the compared OMol25 structures with the same formula, charge and spin: 101.82 kcal per mole

Results of the Mulliken charge analysis, in e, for atoms 1 through 2: atom 1 (C): -0.7262, atom 2 (O): -0.3627

=====

Record 3
Entry from the Open Molecules 2025 dataset: one molecule with the formula C14H18N4OS in a non-equilibrium geometry (ωB97M-V with the def2-TZVPD basis set).

Geometry as ORCA input:
```
! wB97M-V def2-TZVPD RIJCOSX def2/J DEFGRID3
* xyz 0 1
C -1.9124 -2.7973 0.4485
N -1.3739 -1.5707 -0.0639
C -0.0802 -1.3605 -0.4169
N 0.0983 -0.1301 -0.8372
N -1.0789 0.4873 -0.7600
C -1.9727 -0.3591 -0.2999
C -3.3637 -0.0124 -0.0929
N -4.2010 -0.9493 0.3501
C -5.4671 -0.6234 0.5356
C -5.9766 0.6417 0.2932
C -5.1061 1.6201 -0.1691
C -3.7790 1.2949 -0.3668
H -3.0537 2.0074 -0.7228
H -5.4614 2.6203 -0.3708
H -7.0206 0.8548 0.4608
H -6.0998 -1.4242 0.8969
S 1.1427 -2.5793 -0.3031
C 2.5627 -1.4787 -0.5726
H 2.4995 -1.0794 -1.5810
C 2.5804 -0.3840 0.4832
O 2.0280 -0.5344 1.5399
C 3.3787 0.8676 0.1318
C 4.8619 0.4842 0.0366
H 5.0383 -0.2168 -0.7759
H 5.2023 0.0340 0.9669
H 5.4546 1.3772 -0.1485
C 2.8935 1.4639 -1.1951
H 3.2476 2.4885 -1.2807
H 1.8069 1.4617 -1.2331
H 3.2758 0.9067 -2.0471
C 3.1796 1.8897 1.2525
H 2.1335 2.1801 1.3050
H 3.7833 2.7749 1.0688
H 3.4624 1.4637 2.2120
H 3.4488 -2.1063 -0.4693
H -2.9525 -2.6251 0.7180
H -1.3337 -3.1103 1.3196
H -1.8453 -3.5771 -0.3128
*
```

* calculated total energy: -33653.202 eV
* Kohn-Sham gap: 8.672 eV
* energy above the lowest of the compared OMol25 structures with the same formula, charge and spin: 29.46 kcal per mole

Results of the Mulliken charge analysis, in e, for atoms 1 through 2: atom 1 (C): -0.8362, atom 2 (N): 0.1919

=====

Record 4
Entry from the Open Molecules 2025 dataset: a 2-piece molecular cluster, C3H3IN2O overall in a non-equilibrium geometry (ωB97M-V with the def2-TZVPD basis set).

Geometry as ORCA input:
```
! wB97M-V def2-TZVPD RIJCOSX def2/J DEFGRID3
* xyz 0 1
C 0.5211 0.3517 1.0618
C -0.3941 -0.3796 0.3833
C 1.3758 1.0470 0.0435
N -0.0444 -0.3433 -0.9476
N 1.0050 0.3491 -1.2018
O 2.3608 1.7229 0.1564
I -3.8141 -1.7345 -0.6716
H 0.6690 0.6861 2.0671
H -1.3374 -0.6108 0.7527
H -0.3417 -1.0887 -1.6437
*
```

* calculated total energy: -16284.698 eV
* Kohn-Sham gap (alpha / beta): 8.409 / 4.645 eV
* energy above the lowest of the compared OMol25 structures with the same formula, charge and spin: 52.99 kcal per mole

Results of the Mulliken charge analysis, in e, for atoms 1 through 2: atom 1 (C): -0.4699, atom 2 (C): -0.2210

=====

Record 5
Entry from the Open Molecules 2025 dataset: one molecule with the formula C3H6SSe in a non-equilibrium geometry (ωB97M-V with the def2-TZVPD basis set).

Geometry as ORCA input:
```
! wB97M-V def2-TZVPD RIJCOSX def2/J DEFGRID3
* xyz 0 3
C -1.3815 -0.4070 0.3268
C -0.4820 0.5702 -0.4310
C 1.0165 0.5705 -0.1546
S -2.7171 -1.1124 -0.2583
Se 1.5677 -1.4472 -0.1117
H -1.0707 -0.7549 1.3369
H -1.0543 1.6284 -0.2074
H -0.6284 0.5275 -1.6177
H 1.2645 1.0334 0.7836
H 1.5819 1.0392 -0.8706
H 1.9033 -1.6477 1.2040
*
```

* ⟨S²⟩: 2.006
* calculated total energy: -79385.659 eV
* Kohn-Sham gap (alpha / beta): 7.343 / 6.607 eV
* energy above the lowest of the compared OMol25 structures with the same formula, charge and spin: 0.00 kcal per mole

Results of the Mulliken charge analysis, in e, for atoms 1 through 2: atom 1 (C): -0.2902, atom 2 (C): -0.3070

=====

Record 6
Entry from the Open Molecules 2025 dataset: a 7-piece molecular cluster, C9H31BrN11O6 overall in a non-equilibrium geometry (ωB97M-V with the def2-TZVPD basis set).

Geometry as ORCA input:
```
! wB97M-V def2-TZVPD RIJCOSX def2/J DEFGRID3
* xyz -1 1
Br 23.6989 -21.0454 -6.6055
C 27.6528 -19.8748 -2.4824
C 27.8742 -21.3374 -2.1081
C 28.1460 -22.3243 -3.2302
O 28.0368 -23.6135 -2.6840
C 28.4303 -24.6328 -3.5600
N 28.8023 -21.4677 -1.0380
H 28.4972 -19.5464 -3.0884
H 27.4750 -19.1940 -1.6499
H 26.7823 -19.8285 -3.1368
H 26.8348 -21.5668 -1.8733
H 29.2035 -22.1625 -3.4391
H 27.5447 -22.0709 -4.1033
H 27.6905 -24.7290 -4.3547
H 28.5047 -25.5419 -2.9634
H 29.4209 -24.4064 -3.9545
H 28.9816 -22.4405 -0.8342
H 28.4238 -21.0207 -0.2152
C 24.9263 -14.4440 -6.1978
O 24.4728 -14.1555 -5.0897
N 25.3893 -13.5416 -7.0116
N 24.9022 -15.6439 -6.7238
H 25.8535 -13.8185 -7.8648
H 25.4241 -12.5662 -6.7519
H 25.0950 -15.7741 -7.7066
H 24.4563 -16.4046 -6.2312
C 27.6335 -19.9947 -10.8934
O 28.4622 -19.8983 -11.7884
N 27.3534 -21.1374 -10.2655
N 26.8945 -19.0864 -10.4243
H 26.6504 -21.0962 -9.5415
H 27.9218 -21.9479 -10.4655
H 26.9949 -18.1967 -10.8917
H 26.2722 -19.2934 -9.6562
C 18.7747 -18.6934 -7.6785
O 17.8466 -18.3362 -8.3485
N 19.6730 -17.9015 -7.1731
N 19.0520 -19.9474 -7.4455
H 19.4851 -16.9109 -7.2328
H 20.5010 -18.2800 -6.7358
H 20.0463 -20.0548 -7.3042
H 18.5270 -20.7211 -7.8273
C 21.9826 -24.7197 -10.5004
O 21.4698 -25.6544 -11.0608
N 23.2471 -24.4902 -10.2421
N 21.1938 -23.8622 -9.8740
H 23.3673 -23.8566 -9.4648
H 23.9852 -25.0559 -10.6363
H 21.6818 -23.0984 -9.4284
H 20.2320 -24.1384 -9.7369
C 22.2606 -25.7876 -2.4675
O 21.6486 -26.6126 -1.8423
N 23.5670 -25.6863 -2.4553
N 21.6320 -24.9029 -3.2032
H 24.0872 -24.9270 -2.8712
H 24.0630 -26.2502 -1.7799
H 20.6278 -24.9457 -3.3028
H 22.1999 -24.2525 -3.7272
*
```

* calculated total energy: -108559.940 eV
* Kohn-Sham gap: 7.447 eV
* energy above the lowest of the compared OMol25 structures with the same formula, charge and spin: 85.62 kcal per mole

Results of the Mulliken charge analysis, in e, for atoms 1 through 2: atom 1 (Br): -0.9616, atom 2 (C): -1.3798